one) Below is one molecule with the formula C3H5FN2, with properties calculated with ωB97M-V/def2-TZVPD.

Each line ends with the Löwdin charge.
Atoms and positions in Å:
N -1.51357 0.42368 0.16579  -0.098
H 1.19571 0.39533 -1.29575  0.086
N -1.39760 -0.09442 -0.98860  -0.047
F 1.31460 -0.61389 1.93057  0.018
H -0.36913 0.02500 -1.49384  0.132
C 1.45786 -0.08279 -0.29112  0.022
H -2.31544 -0.34879 -1.53458  0.152
H -0.88952 0.78339 2.01502  0.081
C 0.83002 -0.01874 0.79115  -0.370
C -0.59369 0.42160 1.07638  -0.095
H 2.28075 -0.89036 -0.37502  0.118

- molar mass (g mol⁻¹) = 88.08
- structure (SMILES) = C=C(F)/C=N\N
- orbital gap (Ha) = 0.35189

***

two) Below is one molecule with the formula C3H5FN2, with properties calculated with ωB97M-V/def2-TZVPD.

Each line ends with the Löwdin charge.
Atoms and positions in Å:
N 1.23016 0.69326 -0.00096  -0.062
C -2.29960 -0.38140 -0.24669  0.012
F -1.21167 1.71175 0.06941  -0.032
C -1.14295 0.30606 0.16002  -0.380
H -3.12513 0.47485 -0.17837  0.091
N 2.47502 0.31607 -0.12878  -0.061
H 0.34175 -1.43803 0.80969  0.159
C 0.22842 -0.29198 0.32707  -0.091
H 2.66041 -0.72466 -0.32521  0.126
H 3.37724 0.89631 -0.17496  0.139
H -2.53363 -1.56224 -0.31122  0.100

- molar mass (g mol⁻¹) = 88.08
- structure (SMILES) = C=C(F)/C=N/N
- orbital gap (Ha) = 0.30639

***

Most stable = one)

***

one) Below is a 2-piece molecular cluster, C2H5P overall, with properties calculated with ωB97M-V/def2-TZVPD.

Each line ends with the Löwdin charge.
Atoms and positions in Å:
H -1.42768 -0.52122 -1.48983  0.190
C -0.26584 -0.65967 -0.32055  -0.527
C -0.24214 0.55196 0.61026  -0.471
P 1.07160 0.46813 -0.71656  0.766
H -0.17894 -1.67649 0.02444  0.022
H -0.01009 0.62224 1.70935  0.068
H -1.04700 1.38261 0.29455  0.091
H 2.10009 -0.16756 -0.11166  -0.138

- molar mass (g mol⁻¹) = 60.04
- orbital gap (Ha) = 0.36589

***

two) Below is a 2-piece molecular cluster, C2H5P overall, with properties calculated with ωB97M-V/def2-TZVPD.

Each line ends with the Löwdin charge.
Atoms and positions in Å:
H 1.41911 1.34342 1.18885  0.005
P 0.06225 -0.63556 1.10806  0.737
H -1.66775 -1.99494 -0.29676  -0.088
H 0.13584 1.50616 -0.16458  0.036
H 1.48643 0.48789 -0.31618  0.014
C -0.97650 -1.25612 0.04166  -0.408
C 0.82028 0.88240 0.43400  -0.394
H -1.27965 -0.33325 -1.99503  0.097

- molar mass (g mol⁻¹) = 60.04
- orbital gap (spin up / spin down) (Ha) = 0.29587 / 0.33760

***

Most stable = one)

***

one) Below is an isolated ion of composition C11H14N and charge +1, with properties calculated with ωB97M-V/def2-TZVPD.

Each line ends with the Löwdin charge.
Atoms and positions in Å:
H 1.73603 -2.78232 -2.08171  0.109
C -0.45316 2.80203 1.72104  -0.039
H 0.58386 -1.82066 -2.98853  0.070
H -2.24282 -0.44614 0.57045  0.100
C 1.00563 0.49948 -1.91198  0.054
N 1.63421 -0.25571 -0.84790  0.124
C 0.75021 -1.44702 -0.82443  -0.372
C -1.77167 2.49025 2.20620  -0.032
C 0.21884 -0.05997 -0.76297  -0.139
H 1.04946 -0.07351 -2.86506  0.127
H 1.45334 -2.99252 0.30448  0.113
H 0.97546 1.61001 -1.92645  0.154
C 0.73265 -2.34143 -2.05599  0.007
H -2.28703 3.10106 2.88806  0.092
C 0.15441 1.94935 0.82462  -0.062
C -0.58018 0.86923 0.32774  -0.124
H -0.01494 -3.14403 -2.16495  0.116
H -0.26607 -2.83731 0.67431  0.120
H 0.86051 -1.60721 1.41444  0.108
H 1.00991 2.13070 0.20817  0.096
C 0.64792 -2.20154 0.49280  0.002
H 2.29873 -0.00997 -0.15324  0.191
C -2.38966 1.27629 1.84250  -0.025
H -0.00281 3.79529 1.98100  0.130
C -1.75368 0.42128 0.88642  -0.018
H -3.34913 1.07438 2.24099  0.099

- molar mass (g mol⁻¹) = 160.24
- charge = +1
- structure (SMILES) = CC1(C)[N@H+]2C[C@]21c1ccccc1
- orbital gap (Ha) = 0.38216

***

two) Below is an isolated ion of composition C11H14N and charge +1, with properties calculated with ωB97M-V/def2-TZVPD.

Each line ends with the Löwdin charge.
Atoms and positions in Å:
H 0.57593 -0.42970 -1.52217  0.147
C -3.77789 -1.20701 0.41271  -0.066
C 3.55390 -1.13131 -0.47330  0.007
C -4.14514 1.10209 -0.20183  -0.038
C 0.55061 -0.30709 -0.44530  -0.186
H 4.42113 -1.26150 0.18740  0.115
H 2.66606 -1.86359 -0.46972  0.111
C -0.54898 0.51786 0.02063  0.079
C 3.02336 0.14635 -0.05600  -0.292
H 0.75517 -1.42046 0.04524  0.185
H 3.84787 -1.32076 -1.49637  0.116
C -2.44276 -1.05620 0.38967  -0.021
H 1.33671 1.21886 0.43807  0.135
H -4.21008 -2.25826 0.63133  0.151
C -4.64512 -0.15724 0.07323  -0.028
H -2.42491 2.31192 0.01605  0.138
H 3.53916 2.13062 0.28709  0.093
C 3.98661 1.15911 0.42266  0.005
N 1.74195 0.46938 -0.13354  0.072
H -4.78005 2.00439 -0.12761  0.130
C -1.87091 0.21773 0.10478  -0.304
H 5.03918 1.00799 -0.02850  0.147
H 3.92118 1.06262 1.49856  0.110
C -2.76660 1.25166 -0.08696  -0.023
H -1.67992 -1.84607 0.45095  0.122
H -5.66649 -0.34140 0.06295  0.096

- molar mass (g mol⁻¹) = 160.24
- charge = +1
- orbital gap (Ha) = 0.26258

***

Most stable = one)

***

one) Below is a 2-piece molecular cluster, C2H5FO overall, with properties calculated with ωB97M-V/def2-TZVPD.

Each line ends with the Löwdin charge.
Atoms and positions in Å:
O -0.72144 -1.06632 0.61232  0.051
C 0.93197 0.50973 0.06668  -0.038
F -2.60903 0.66917 -0.57466  -0.074
H -1.96880 0.12188 -0.20764  0.007
H 0.92862 0.70869 -1.03050  0.108
H 1.98788 0.69834 0.45303  0.114
C 0.34516 -0.84256 0.19309  -0.360
H 0.87361 -1.83997 -0.10883  0.145
H 0.23203 1.04104 0.59650  0.047

- molar mass (g mol⁻¹) = 64.06
- structure (SMILES) = CC=O.F
- orbital gap (Ha) = 0.42030

***

two) Below is C2H5FO as an isolated structure, with properties calculated with ωB97M-V/def2-TZVPD.

Each line ends with the Löwdin charge.
Atoms and positions in Å:
H 0.36840 0.89909 -1.30481  0.075
F -1.73940 -0.47399 -0.60431  0.020
H 0.23288 -1.52195 -0.54331  0.204
H -1.48308 -1.24472 1.54444  0.057
H 0.00089 1.57042 0.55513  0.131
O -0.78839 -0.66265 1.39402  0.017
C 0.30640 0.73057 -0.22823  -0.077
H 1.44679 0.46372 -0.03186  0.119
C -0.53692 -0.44880 0.01713  -0.546

- molar mass (g mol⁻¹) = 64.06
- orbital gap (Ha) = 0.41728

***

Most stable = one)

***

one) Below is a 2-piece molecular cluster, C7H13N2S overall, with properties calculated with ωB97M-V/def2-TZVPD.

Each line ends with the Löwdin charge.
Atoms and positions in Å:
H -0.29555 -1.60687 2.75038  0.078
H -0.60784 0.40698 -1.94994  0.161
N 1.32023 -2.23056 -2.10463  0.167
H -0.87523 -2.71636 -3.39556  0.072
H -0.17615 -1.40984 -4.24717  0.108
H 0.16619 -1.60849 1.02306  0.053
S 1.37067 0.17112 -0.43521  0.662
H -0.99964 2.47134 0.80227  0.088
H 1.43984 2.00265 2.62136  0.121
C 0.34550 0.26243 1.99033  -0.048
C 0.48174 1.64987 2.41930  -0.230
C -0.64823 -1.70278 -3.31415  -0.007
H -1.76386 1.58160 3.04841  0.142
C -0.44355 2.72080 1.67149  -0.069
C -0.01824 -0.99324 1.93082  0.017
H 2.08376 -2.03676 -1.30649  0.146
C -0.82216 2.19367 3.00181  -0.104
C 0.28738 -1.42009 -2.23234  -0.512
N 0.07418 -0.31518 -1.51369  -0.333
H -0.00839 3.77323 1.60788  0.143
H -0.66355 2.82845 3.86602  0.115
H -1.66350 -1.17191 -3.39462  0.135
H 1.41640 -2.85004 -2.83930  0.094

- molar mass (g mol⁻¹) = 157.26
- charge = +1
- orbital gap (spin up / spin down) (Ha) = 0.27892 / 0.27897

***

two) Below is an isolated ion of composition C7H13N2S and charge +1, with properties calculated with ωB97M-V/def2-TZVPD.

Each line ends with the Löwdin charge.
Atoms and positions in Å:
H -2.01816 2.46728 -2.86209  0.112
H 1.24975 2.48888 -0.40427  0.042
H -0.52364 1.63960 -3.54591  0.103
H -1.95204 -0.48293 1.92214  0.176
C 0.84897 1.99633 -1.27549  -0.051
N -0.06573 -0.47522 1.17009  0.171
C 0.96585 -2.19958 -0.09313  -0.011
H 1.07557 -2.81708 3.10253  0.145
C -0.45192 1.92849 -1.40828  -0.622
H 2.10542 -2.26307 -0.15506  0.133
H 0.75885 -3.25862 -0.23550  0.105
H 1.32058 -1.04142 3.19763  0.098
N -1.73223 1.27216 0.89803  -0.253
S -1.21710 2.74457 0.04250  0.987
C -1.25481 1.61708 -2.68071  -0.084
H 2.39436 -1.94720 2.06643  0.099
C 1.33918 -1.86348 2.44148  -0.016
H 0.70253 -1.70499 -1.01329  0.086
C 0.55307 -1.61655 1.17442  -0.285
H -2.71077 1.15227 0.90042  0.077
C -1.22652 0.11662 1.31770  -0.155
H -1.74876 0.71107 -2.55097  0.037
H 1.58755 1.53580 -2.00867  0.106

- molar mass (g mol⁻¹) = 157.26
- charge = +1
- structure (SMILES) = C=C(C)S/[NH+]=C\N=C(C)C
- orbital gap (Ha) = 0.31179

***

three) Below is an isolated ion of composition C7H13N2S and charge +1, with properties calculated with ωB97M-V/def2-TZVPD.

Each line ends with the Löwdin charge.
Atoms and positions in Å:
H 0.23407 -0.47738 -1.48760  0.117
C 3.18203 -0.59710 -0.00884  0.018
H -1.23240 2.49937 -0.27508  0.102
H 1.02508 3.38327 -1.01933  0.151
C -0.35269 1.89258 -0.18855  -0.044
H 3.52227 -0.58217 0.93968  0.075
H 4.11200 -0.50507 -0.70027  0.173
H -0.93712 -2.13897 -0.07264  0.070
C 0.09386 -1.78031 -0.00716  -0.083
S -2.53764 -0.04030 -0.61723  0.819
C 2.26503 0.39271 -0.29703  -0.048
H 0.21021 -1.54346 1.13246  0.136
C -0.65436 0.47014 0.12975  -0.414
C -3.59831 -0.14591 0.77847  -0.445
C 0.87157 2.34006 -0.58615  -0.070
H -3.07752 -0.88633 1.51174  0.080
N 1.99015 1.52606 -0.51636  0.175
H -3.71663 0.83339 1.13647  0.009
H -4.52076 -0.49778 0.32988  0.038
H -0.74594 0.17513 1.19774  0.127
H 2.75571 -1.55505 -0.39777  0.112
H 0.86830 -2.31743 -0.46364  0.064
N 0.24309 -0.44544 -0.51855  -0.162

- molar mass (g mol⁻¹) = 157.26
- charge = +1
- structure (SMILES) = CC#[N+]/C=C\[C@H](NC)SC
- orbital gap (Ha) = 0.29431

***

Most stable = two)

***

one) Below is one molecule with the formula C3H5NOS2, with properties calculated with ωB97M-V/def2-TZVPD.

Each line ends with the Löwdin charge.
Atoms and positions in Å:
O 0.65554 -1.15256 -1.29261  -0.162
H 1.09593 -1.87600 1.28054  -0.004
H 0.64552 -0.74941 2.75628  0.057
C -0.09607 0.71512 -0.58062  -0.689
C 0.63312 -1.00796 1.63764  -0.366
S 1.06792 0.57415 0.75040  0.880
H -0.49092 -1.23125 1.47369  0.069
C -0.92143 1.95738 -0.85491  -0.746
H 0.23562 -2.04597 -1.81727  0.220
N -0.13216 -0.07106 -1.55712  -0.028
S -1.86960 2.52822 -1.93879  0.751
H -0.82347 2.35935 0.14277  0.018

- molar mass (g mol⁻¹) = 135.21
- structure (SMILES) = CS/C(C=S)=N\O
- orbital gap (Ha) = 0.29366

***

two) Below is one molecule with the formula C3H5NOS2, with properties calculated with ωB97M-V/def2-TZVPD.

Each line ends with the Löwdin charge.
Atoms and positions in Å:
H -0.82439 2.48307 0.57749  0.130
H 2.23694 1.25194 0.03742  0.125
S 2.99620 -1.19638 -0.21489  0.733
C -1.10320 1.32397 0.19560  0.006
S -1.60045 -1.86041 -0.34121  0.635
C 0.55986 -0.28295 -0.47997  -0.668
C 2.03854 0.06988 -0.12165  -0.597
H -2.14381 1.40829 -0.29636  0.091
H -0.71696 0.54726 0.97189  0.087
H -1.44643 -3.10988 0.71213  0.007
N 0.05125 -1.44335 -0.09784  -0.384
O -0.04755 0.80857 -0.94261  -0.167

- molar mass (g mol⁻¹) = 135.21
- structure (SMILES) = CO/C(C=S)=N\S
- orbital gap (Ha) = 0.28536

***

Most stable = one)